{"formula": "C5H13NO", "method": "ωB97M-V with the def2-TZVPD basis set", "gap_ev": 7.98, "spin_multiplicity": 1, "de_lowest_ev": 2.175, "total_energy_ev": -8931.8361, "smiles": "C=C(CC)NC.O", "species": ["C", "C", "C", "C", "C", "N", "H", "H", "H", "H", "H", "H", "H", "H", "H", "H", "H", "H", "H", "O"], "coordinates": [[-2.072, -0.170, -0.064], [-0.584, -0.187, 0.174], [0.276, 0.425, -0.888], [0.827, -0.367, -1.853], [0.539, 2.742, 0.282], [0.637, 1.767, -0.805], [-2.344, -0.260, -1.115], [-2.503, 0.776, 0.290], [-2.585, -0.928, 0.527], [-0.372, 0.399, 1.086], [-0.208, -1.188, 0.407], [1.114, 0.214, -2.728], [0.844, -1.441, -1.799], [1.491, 3.180, 0.535], [-0.243, 3.447, -0.021], [0.105, 2.188, 1.107], [0.845, 2.118, -1.722], [1.160, -4.207, 2.323], [-0.153, -3.811, 2.737], [0.576, -3.439, 2.220]], "forces_ev_per_a": [[-0.8, 0.7, 0.1], [1.3, 0.4, 1.4], [1.2, -1.4, 0.2], [-1.1, 1.7, 0.2], [-1.8, -1.4, -1.1], [-0.4, 0.1, -0.8], [0.1, -0.2, 0.0], [0.1, 0.0, -0.2], [0.1, -0.2, -0.1], [-0.3, -0.5, 0.0], [-0.1, 0.0, -0.3], [0.9, -0.7, -0.1], [-0.5, 0.0, -0.3], [0.2, 0.2, 0.1], [0.5, 0.6, 0.4], [0.3, 0.3, 0.5], [0.4, 0.4, 0.1], [0.4, 0.5, -0.5], [-0.4, 0.7, -0.1], [-0.1, -1.1, 0.6]]}



{"formula": "C7H15NO", "method": "ωB97M-V with the def2-TZVPD basis set", "gap_ev": 9.93, "spin_multiplicity": 1, "de_lowest_ev": 9.370, "total_energy_ev": -11031.3046, "species": ["C", "C", "C", "C", "C", "C", "C", "H", "H", "H", "H", "H", "H", "H", "H", "H", "H", "H", "H", "H", "H", "H", "N", "O"], "coordinates": [[-1.230, -2.544, -1.831], [-0.623, -1.231, -2.385], [-1.003, 0.015, -1.732], [-0.258, 1.465, 0.007], [0.512, 1.519, 1.350], [1.794, 0.941, 1.534], [-0.071, 0.221, 1.993], [-1.843, -3.402, -2.565], [-2.205, -2.137, -0.901], [-0.382, -3.072, -1.000], [-0.770, -1.110, -3.627], [0.463, -1.492, -2.490], [-2.208, 0.015, -1.443], [-0.890, 0.942, -2.295], [-0.282, 2.455, -0.755], [-1.396, 1.622, 0.240], [0.321, 2.333, 1.997], [2.144, 0.603, 0.451], [2.614, 1.592, 1.992], [1.506, -1.404, 1.752], [-0.646, -0.506, 1.084], [-0.523, 0.160, 2.960], [1.449, -0.222, 2.413], [-0.097, 0.330, -0.738]], "forces_ev_per_a": [[-2.5, -1.5, 4.0], [0.8, -2.8, -5.2], [-2.5, 2.8, 0.4], [-3.2, 4.9, -1.9], [-4.6, -1.7, -0.4], [6.1, -1.6, -2.6], [0.7, -3.3, -0.7], [2.3, 2.8, 2.1], [2.8, -1.4, -3.0], [-2.7, 1.2, -2.8], [-0.4, -0.3, 3.3], [-0.6, 1.1, 0.8], [2.9, -0.2, -0.1], [-0.6, -0.3, -1.5], [1.2, -2.0, 1.6], [1.6, -0.7, 0.4], [-0.6, 1.3, 0.0], [-0.1, 0.6, 2.2], [-1.0, -0.9, -0.6], [0.4, 4.7, 2.4], [1.8, 2.0, 3.3], [-1.2, 0.6, 0.1], [-2.4, -3.6, -4.0], [1.6, -1.6, 2.1]]}



{"formula": "C3H7NO", "method": "ωB97M-V with the def2-TZVPD basis set", "gap_ev": 10.46, "spin_multiplicity": 1, "de_lowest_ev": 1.193, "total_energy_ev": -6761.5572, "smiles": "CCNC=O", "species": ["C", "C", "C", "H", "H", "H", "H", "H", "H", "H", "N", "O"], "coordinates": [[0.997, -1.555, -0.646], [0.152, -1.223, 0.601], [-0.029, 1.133, -0.095], [1.936, -0.957, -0.644], [1.321, -2.560, -0.483], [0.304, -1.404, -1.500], [0.547, -1.267, 1.646], [-0.687, -1.875, 0.560], [-1.471, 0.139, 0.804], [1.059, 1.105, -0.127], [-0.519, 0.008, 0.387], [-0.763, 2.079, -0.265]], "forces_ev_per_a": [[0.3, 0.8, 1.6], [-0.1, 0.0, 0.0], [-0.3, 0.7, 0.9], [-0.8, -0.2, -0.6], [0.1, -0.9, -0.6], [1.0, -0.2, 0.3], [0.5, -0.2, -1.0], [-0.4, -1.3, 0.3], [1.2, -0.3, -0.9], [0.5, 0.4, -0.8], [-2.5, 0.2, 1.4], [0.4, 1.1, -0.6]]}